Run A
Density functional theory data (wB97M-V/def2-TZVPD) for a gas-phase ion, C2H10N2O2P (charge +1).

2S+1 = 1
E_HOMO = -15.23 eV
Lowest unoccupied orbital energy = -3.325 eV
Charge = +1
Gap between HOMO and LUMO = 11.908 eV

Element x y z (Å)
C1 -1.18 -1.75 -0.40
C2 -0.99 1.99 0.19
N1 0.22 -1.43 -0.48
N2 -0.09 1.09 0.81
O1 1.70 -0.62 1.42
O2 1.94 0.46 -1.10
P1 0.81 -0.12 0.18
H1 -1.75 -1.69 -1.35
H2 -1.18 -2.85 -0.28
H3 -1.51 -1.00 0.43
H4 -1.73 2.50 0.82
H5 -0.41 2.84 -0.32
H6 -1.53 1.33 -0.51
H7 0.58 -1.47 -1.48
H8 0.59 1.49 1.41
H9 1.88 -1.58 1.37
H10 2.66 0.81 -0.72

---

Run B
Density functional theory data (wB97M-V/def2-TZVPD) for 2 unconnected molecules or ions with the total composition C2H10N2O2P.

2S+1 = 1
E_HOMO = -13.99 eV
Lowest unoccupied orbital energy = -4.431 eV
Charge = +1
Gap between HOMO and LUMO = 9.558 eV

Element x y z (Å)
C1 -1.34 -0.71 1.12
C2 -2.38 -0.65 -1.06
N1 2.92 0.55 0.25
N2 -1.58 -0.19 0.00
O1 -0.17 1.81 0.96
O2 0.37 1.07 -1.32
P1 -0.85 1.55 -0.47
H1 2.25 0.61 0.95
H2 -1.72 -1.61 1.36
H3 -0.61 -0.38 1.79
H4 -2.59 0.24 -1.77
H5 -1.88 -1.53 -1.50
H6 -3.30 -0.93 -0.68
H7 3.52 -0.22 0.40
H8 3.51 1.33 0.18
H9 -0.54 2.47 1.61
H10 1.32 0.98 -1.04

---

Energy comparison, zero being the most stable, in kcal/mol: run A 1.9; run B 0.0.

---

Run A
Density functional theory data (wB97M-V/def2-TZVPD) for C5H12NO in the gas phase.

2S+1 = 2
E_HOMO (spin up / spin down) = -3.72 / -7.64 eV
Lowest unoccupied orbital energy (spin up / spin down) = 0.751 / 0.575 eV
Charge = 0
Gap between HOMO and LUMO (spin up / spin down) = 4.468 / 8.210 eV

Element x y z (Å)
C1 1.99 1.18 0.28
O1 2.25 -0.34 0.23
C2 0.88 1.58 -0.55
C3 -0.60 1.21 0.02
C4 -0.84 -0.19 0.17
C5 -1.88 -0.92 -0.24
N1 -1.64 -2.49 -0.26
H1 1.81 1.62 1.21
H2 3.00 1.53 -0.04
H3 3.00 -0.53 0.86
H4 0.96 2.68 -0.58
H5 0.97 1.25 -1.60
H6 -0.66 1.47 1.04
H7 -1.42 1.81 -0.42
H8 0.00 -0.69 0.65
H9 -3.10 -0.82 -0.10
H10 -1.67 -2.78 0.69
H11 -0.68 -2.60 -0.65
H12 -2.40 -2.97 -0.69

---

Run B
Density functional theory data (wB97M-V/def2-TZVPD) for 2 unconnected molecules or ions with the total composition C5H12NO.

2S+1 = 2
E_HOMO (spin up / spin down) = -5.40 / -8.70 eV
Lowest unoccupied orbital energy (spin up / spin down) = 0.635 / 0.633 eV
Charge = 0
Gap between HOMO and LUMO (spin up / spin down) = 6.040 / 9.336 eV

Element x y z (Å)
C1 2.26 0.49 -1.99
C2 0.73 0.49 -2.04
C3 0.15 0.10 -0.61
C4 -0.90 -0.72 -0.43
N1 -1.19 -1.30 0.84
C5 -1.62 -2.52 0.83
H1 2.77 1.35 -2.28
H2 2.60 -0.29 -2.68
H3 2.74 0.16 -1.07
H4 0.29 -0.14 -2.81
H5 0.34 1.54 -2.27
H6 0.64 0.67 0.16
H7 -1.73 -0.88 -1.25
H8 -0.89 -0.63 1.67
H9 -1.97 -2.93 -0.17
H10 -1.88 -3.23 1.60
H11 1.05 2.94 3.09
H12 -0.18 3.06 2.19
O1 0.10 2.56 2.91

---

Energy comparison, zero being the most stable, in kcal/mol: run A 36.1; run B 0.0.

---

Run A
Density functional theory data (wB97M-V/def2-TZVPD) for C5H6ClNO in the gas phase.

2S+1 = 1
E_HOMO = -9.43 eV
Lowest unoccupied orbital energy = 0.728 eV
Charge = 0
Gap between HOMO and LUMO = 10.155 eV

Element x y z (Å)
C1 0.97 0.46 0.32
C2 -0.28 1.25 0.64
C3 -1.36 0.63 0.18
C4 -1.05 -0.66 -0.48
C5 0.42 -0.78 -0.39
H1 2.71 0.82 -0.51
H2 1.55 0.16 1.22
H3 -0.26 2.16 1.19
H4 -1.66 -1.03 -1.34
H5 -0.48 -2.56 0.08
H6 1.03 -1.25 -1.21
N1 -0.42 -1.62 0.46
O1 1.81 1.23 -0.51
Cl1 -2.99 1.18 0.34

---

Run B
Density functional theory data (wB97M-V/def2-TZVPD) for 2 unconnected molecules or ions with the total composition C5H6ClNO.

2S+1 = 1
E_HOMO (spin up / spin down) = -7.09 / -7.10 eV
Lowest unoccupied orbital energy (spin up / spin down) = 0.200 / 0.200 eV
Charge = 0
Gap between HOMO and LUMO (spin up / spin down) = 7.292 / 7.295 eV

Element x y z (Å)
C1 -0.50 0.52 -0.52
C2 -0.47 -0.92 -0.53
C3 0.80 0.98 -0.09
C4 1.57 -0.14 0.09
C5 -2.20 0.93 0.63
N1 0.76 -1.24 -0.12
O1 1.50 2.16 -0.09
Cl1 -3.53 0.10 -0.11
H1 -0.90 0.99 -1.38
H2 -1.32 -1.57 -0.62
H3 -2.03 0.49 1.65
H4 2.66 0.01 0.41
H5 0.96 -2.25 0.02
H6 1.01 3.08 -0.15

---

Energy comparison, zero being the most stable, in kcal/mol: run A 0.0; run B 80.9.

---

Run A
Density functional theory data (wB97M-V/def2-TZVPD) for a gas-phase ion, C5H9N2S (charge +1).

2S+1 = 1
E_HOMO = -13.79 eV
Lowest unoccupied orbital energy = -3.507 eV
Charge = +1
Gap between HOMO and LUMO = 10.285 eV

Element x y z (Å)
C1 0.10 -0.92 -0.60
C2 -1.20 -0.22 -0.87
C3 0.31 0.31 1.37
C4 -0.52 1.48 1.05
C5 0.47 -1.98 -1.54
N1 0.79 -0.60 0.44
N2 0.93 1.68 1.33
S1 -1.20 1.59 -0.52
H1 -1.50 -0.24 -1.81
H2 -2.04 -0.48 -0.32
H3 0.31 -0.01 2.42
H4 -0.96 1.90 1.85
H5 0.51 -1.69 -2.51
H6 -0.32 -2.66 -1.65
H7 1.42 -2.27 -1.39
H8 1.27 2.20 2.14
H9 1.62 1.92 0.61

---

Run B
Density functional theory data (wB97M-V/def2-TZVPD) for a gas-phase ion, C5H9N2S (charge +1).

2S+1 = 1
E_HOMO = -11.66 eV
Lowest unoccupied orbital energy = -4.181 eV
Charge = +1
Gap between HOMO and LUMO = 7.477 eV

Element x y z (Å)
C1 -3.24 1.48 -0.26
C2 -2.06 -0.45 0.76
C3 -0.05 -0.84 -0.45
C4 0.33 0.55 -0.62
C5 3.06 -0.10 0.06
N1 -2.57 0.58 0.05
N2 -1.05 -1.25 0.26
S1 1.52 0.54 0.83
H1 -3.57 2.53 -0.35
H2 -2.38 -0.82 1.69
H3 0.67 -1.49 -0.92
H4 0.77 0.88 -1.52
H5 -0.30 1.45 -0.39
H6 2.81 -0.52 -0.87
H7 3.75 0.68 0.22
H8 3.37 -1.00 0.77
H9 -1.07 -2.22 0.74

---

Energy comparison, zero being the most stable, in kcal/mol: run A 0.0; run B 46.7.

---

Run A
Density functional theory data (wB97M-V/def2-TZVPD) for 2 unconnected molecules or ions with the total composition CH4ClOP.

2S+1 = 1
E_HOMO = -9.96 eV
Lowest unoccupied orbital energy = 0.654 eV
Charge = 0
Gap between HOMO and LUMO = 10.618 eV

Element x y z (Å)
C1 2.15 -0.05 0.07
O1 2.06 0.84 -0.71
P1 -1.56 -0.34 -0.15
Cl1 -3.52 -0.73 -0.16
H1 2.85 -0.97 -0.17
H2 1.48 -0.14 1.01
H3 -1.68 0.43 1.09
H4 -1.78 0.96 -0.97

---

Run B
Density functional theory data (wB97M-V/def2-TZVPD) for a molecular structure, CH4ClOP.

2S+1 = 1
E_HOMO = -8.76 eV
Lowest unoccupied orbital energy = 0.574 eV
Charge = 0
Gap between HOMO and LUMO = 9.332 eV

Element x y z (Å)
C1 0.69 0.22 0.20
O1 1.00 1.24 -0.73
P1 -1.17 -0.98 -0.43
Cl1 -2.54 0.27 0.32
H1 0.07 0.52 0.97
H2 1.56 -0.45 0.35
H3 1.31 0.70 -1.49
H4 -0.92 -1.52 0.81

---

Energy comparison, zero being the most stable, in kcal/mol: run A 0.0; run B 2.4.